# 1
ORCA calculation (ωB97M-V/def2-TZVPD) on a cluster of 8 separate species, C25H66O8 in total at a distorted geometry.

Summary:
HOMO energy = -9.68 eV
Charge = 0
SMILES = CC(C)O.CC(C)O.CC(C)O.CC(C)O.CC(C)O.CCOCC.CCOCC.CCO
M = 494.8 g mol⁻¹
Multiplicity = 1

```
99
Properties=species:S:1:pos:R:3:forces:R:3
C 8.2656 2.8452 8.4358 0.04 -0.83 -0.88
C 7.9756 3.0969 9.9164 -0.86 -0.38 -0.94
C 6.4846 3.4604 10.0241 -0.57 -0.06 0.21
O 8.1526 1.8877 10.6899 -0.33 0.75 -0.08
H 9.0930 2.1756 8.1865 0.57 0.25 0.66
H 8.4014 3.7199 7.7997 -0.07 0.28 0.37
H 7.4644 2.2604 7.9760 -0.46 0.22 0.22
H 8.5761 3.9333 10.2766 0.22 -0.16 0.27
H 5.8540 2.6333 9.6926 0.28 -0.43 0.32
H 6.0961 4.2490 9.3770 0.86 0.35 -0.20
H 6.1675 3.7507 11.0264 0.22 -0.22 0.16
H 9.0332 1.5241 10.5655 0.11 0.23 -0.16
C 16.1696 4.7260 4.6962 0.31 0.93 0.01
C 16.5834 3.7337 3.6277 0.05 -1.26 -0.84
C 16.1974 4.2051 2.2195 -0.43 0.31 0.12
O 17.9637 3.3605 3.6581 0.79 1.27 0.63
H 16.6498 4.5630 5.6605 -0.24 -0.41 0.02
H 15.0823 4.7703 4.7745 -0.05 -0.58 0.24
H 16.3805 5.7730 4.4632 0.55 -0.08 -0.41
H 16.0991 2.7815 3.8598 -0.71 0.16 -0.14
H 15.1093 4.2356 2.1305 -0.08 -0.12 -0.02
H 16.5831 3.5976 1.4012 0.06 -0.31 0.27
H 16.5267 5.2251 2.0154 0.27 0.02 0.25
H 18.1146 2.4655 3.3509 -0.42 -0.01 -0.10
C 11.7172 5.1209 5.1148 0.33 0.10 0.15
C 10.9608 5.9811 6.1211 -1.32 0.76 0.61
C 11.0382 7.5249 5.9327 0.71 -1.02 -1.32
O 9.5492 5.6067 6.1085 1.00 -0.25 -0.21
H 11.5369 4.0625 5.3057 -0.49 0.05 -0.09
H 12.7987 5.1840 5.2529 0.05 0.49 0.06
H 11.5161 5.3585 4.0698 -0.25 0.00 0.04
H 11.3668 5.7505 7.1085 0.00 -0.12 0.13
H 10.4325 8.1910 6.5448 0.08 -0.58 0.62
H 10.6973 7.7383 4.9165 0.12 0.00 -0.18
H 12.0997 7.7750 5.9798 -0.03 0.45 0.11
H 9.2182 5.7830 6.9957 -0.29 0.21 0.09
C 5.9294 7.3662 9.3622 -1.32 0.74 -0.23
C 6.6895 7.0592 8.0989 -1.60 0.50 -0.23
C 6.6721 8.2550 7.1199 1.14 -0.13 0.19
O 7.9474 6.6208 8.5098 1.45 -0.34 -0.42
H 4.9124 7.7127 9.1613 -0.15 -0.28 -0.29
H 6.3301 8.2622 9.8426 0.52 -0.36 0.48
H 5.8385 6.4689 9.9718 0.31 0.28 0.37
H 6.1705 6.2075 7.6534 0.32 -0.12 -0.35
H 6.9245 9.1689 7.6629 -0.49 0.15 0.16
H 5.7475 8.3525 6.5535 -0.15 0.02 0.34
H 7.4786 8.2203 6.3843 -0.01 -0.58 -0.09
H 8.2075 7.1353 9.2792 0.11 0.02 0.01
C 10.4852 4.7449 1.2387 -0.49 0.98 -0.54
C 9.2696 5.5984 1.7443 1.61 -2.24 -0.81
C 9.3556 7.0539 1.3445 -0.36 0.46 2.32
O 8.1031 5.0640 1.1715 -1.01 -0.02 -0.32
H 10.4064 4.7034 0.1503 0.27 0.33 -0.11
H 10.5382 3.6915 1.5148 -0.28 0.15 0.65
H 11.3827 5.2860 1.5422 0.29 -0.32 -0.15
H 9.2604 5.4147 2.8213 -0.16 0.72 0.22
H 10.3100 7.5054 1.6180 0.34 -0.23 -0.77
H 8.7529 7.5029 2.1406 -0.58 0.50 -0.46
H 8.9416 7.3428 0.3824 0.31 -0.34 -0.09
H 7.7105 4.4008 1.7439 0.07 -0.02 0.05
C 14.1562 7.2301 9.1217 -0.35 -1.41 1.35
C 14.5309 6.7898 10.5654 1.55 1.22 -1.77
O 14.7944 5.4249 10.6938 -1.23 -0.96 0.24
C 15.8823 4.8682 9.9818 0.03 0.53 -0.43
C 17.1984 5.2287 10.6231 0.08 -0.56 0.13
H 13.9135 8.2873 9.2105 0.01 -0.01 -0.68
H 14.9287 6.9471 8.4092 0.10 0.61 -0.03
H 13.2978 6.5941 8.8948 -0.35 0.48 -0.39
H 15.4547 7.3375 10.7799 0.01 0.21 0.49
H 13.7485 7.1739 11.2175 0.01 -0.77 0.38
H 15.7531 3.7882 9.9060 -0.25 -0.03 0.72
H 15.9104 5.1306 8.9197 -0.24 0.50 -0.05
H 17.5521 6.2324 10.3920 0.03 -0.08 -0.13
H 17.8959 4.4662 10.2732 0.45 0.32 0.12
H 17.0924 5.1423 11.7048 0.12 -0.06 0.02
C 16.2844 9.9206 0.3367 -0.07 -0.21 0.07
C 15.5985 8.5890 0.5182 -0.08 -0.68 1.11
O 15.5594 8.3809 1.9513 -0.61 -0.39 0.37
C 14.5710 7.4383 2.4020 -0.71 0.00 -0.90
C 13.1043 7.9586 2.3213 0.07 0.04 -0.64
H 17.1199 10.0913 1.0159 -0.06 -0.52 0.23
H 16.7323 9.9758 -0.6554 -0.56 0.53 -0.21
H 15.5275 10.6509 0.6221 0.27 0.51 -0.66
H 14.5819 8.5567 0.1205 -0.11 0.50 0.00
H 16.0718 7.7540 -0.0060 0.53 -0.11 0.31
H 14.7450 6.5228 1.8326 -0.60 -0.03 -0.43
H 14.7228 7.0613 3.4137 0.61 0.84 0.27
H 12.7574 8.2167 1.3180 0.48 -0.01 -0.26
H 12.9172 8.8659 2.8963 0.37 -0.09 0.32
H 12.3488 7.2264 2.6112 0.38 -0.28 0.44
C 6.7214 5.8657 4.1688 -0.13 -0.25 -0.01
C 6.7927 4.4523 4.7766 0.22 1.40 -0.51
O 5.5929 3.7785 4.5209 -0.82 -0.64 -0.51
H 5.9629 6.4410 4.7003 0.08 0.15 -0.03
H 6.4584 5.8590 3.1100 -0.27 -0.33 0.03
H 7.6799 6.3847 4.1838 0.03 -0.07 0.55
H 6.8683 4.5348 5.8627 0.83 -0.08 -0.02
H 7.6067 3.9183 4.2814 0.38 -0.05 0.55
H 5.8138 2.8440 4.5158 -0.34 -0.09 0.04
```
Forces are in eV/Å.

=====

# 2
ORCA calculation (ωB97M-V/def2-TZVPD) on a structure of composition C22H19HgN2Se2Si.

Summary:
<S²> = 0.76
HOMO energy (spin up / spin down) = -7.25 / -7.91 eV
Charge = 0
M = 698.0 g mol⁻¹
Multiplicity = 2

```
47
Properties=species:S:1:pos:R:3:forces:R:3
Hg -0.2118 -0.4714 0.2006 -0.14 0.32 -0.29
Se -1.0452 1.8547 -0.6959 0.11 -0.25 0.24
Se 0.2051 0.2948 -2.9827 -0.08 -0.02 0.05
C 1.9332 0.6051 -2.2423 0.03 -0.02 0.05
C 2.9924 0.9693 -3.0767 0.04 -0.05 0.07
C 4.2582 1.0871 -2.5306 -0.04 -0.02 0.01
C 4.4358 0.8626 -1.1711 -0.03 0.02 0.00
C 3.3242 0.5381 -0.4143 -0.05 0.02 -0.05
N 2.1019 0.4099 -0.9331 0.09 0.05 0.00
C -2.7822 1.1269 -1.0295 -0.02 -0.07 -0.13
C -3.6838 1.8266 -1.8315 -0.03 0.00 0.06
C -4.9242 1.2643 -2.0735 0.02 0.00 -0.01
C -5.2245 0.0233 -1.5275 -0.01 -0.02 0.00
C -4.2581 -0.6036 -0.7596 0.09 0.08 0.00
N -3.0613 -0.0674 -0.5092 -0.03 -0.02 -0.07
H 2.8123 1.1405 -4.1283 0.00 0.02 0.00
H 5.0986 1.3566 -3.1587 -0.02 -0.01 0.01
H 5.4085 0.9429 -0.7064 0.00 -0.01 0.00
H 3.4090 0.3591 0.6533 0.00 0.00 -0.05
H -3.4075 2.7840 -2.2514 -0.01 -0.01 0.01
H -5.6459 1.7846 -2.6908 0.00 -0.01 0.01
H -6.1813 -0.4533 -1.6977 0.04 0.02 0.00
H -4.4383 -1.5820 -0.3273 0.01 0.02 0.00
C -2.3986 -5.6060 -1.8419 0.03 0.02 0.04
C -2.3342 -4.2573 -2.1622 -0.01 -0.01 0.00
C -1.5250 -3.4053 -1.4209 0.01 0.02 0.01
C -0.7661 -3.8838 -0.3506 0.00 -0.03 -0.03
C -0.8416 -5.2465 -0.0455 0.01 -0.03 0.06
C -1.6498 -6.1012 -0.7802 -0.02 0.04 -0.05
Si 0.3712 -2.7775 0.6461 0.00 0.02 0.10
C 2.1593 -2.9738 0.1267 0.06 -0.06 0.02
C 3.1654 -3.2251 1.0614 0.02 0.04 0.01
C 4.4998 -3.2962 0.6745 -0.01 0.00 -0.01
C 4.8448 -3.1191 -0.6583 -0.06 0.01 0.00
C 3.8536 -2.8729 -1.6034 0.01 -0.02 0.00
C 2.5253 -2.8017 -1.2116 0.04 0.01 -0.02
H -3.0313 -6.2714 -2.4163 0.01 0.01 0.01
H -2.9154 -3.8647 -2.9891 0.03 -0.02 0.03
H -1.4861 -2.3527 -1.6857 -0.01 -0.03 0.01
H -0.2632 -5.6479 0.7838 -0.05 0.04 -0.08
H -1.6963 -7.1527 -0.5269 0.00 0.00 0.00
H 0.2884 -3.1530 2.0784 0.00 -0.02 0.00
H 2.9070 -3.3595 2.1087 0.02 -0.01 -0.08
H 5.2686 -3.4933 1.4134 -0.04 0.01 -0.04
H 5.8833 -3.1731 -0.9622 -0.02 0.00 0.00
H 4.1186 -2.7299 -2.6456 -0.01 -0.01 0.06
H 1.7622 -2.5885 -1.9558 0.02 -0.02 0.01
```
Forces are in eV/Å.

=====

# 3
ORCA calculation (ωB97M-V/def2-TZVPD) on a structure of composition C5H10O5Ru at a distorted geometry.

Summary:
<S²> = 12.00
HOMO energy (spin up / spin down) = -14.99 / -17.79 eV
Charge = +2
M = 251.2 g mol⁻¹
Multiplicity = 7

```
21
Properties=species:S:1:pos:R:3:forces:R:3
C 1.2344 -0.5482 0.9273 1.53 -0.72 -0.97
C 0.3815 0.2640 1.8612 -0.83 -0.48 0.50
O -0.1324 1.4108 1.1455 -0.54 0.75 0.11
C -0.8833 2.2568 1.7999 2.25 -2.96 -2.39
O -1.1575 2.1052 3.0302 1.46 -2.19 0.80
O -1.3961 3.2293 1.1654 0.93 -0.24 -1.88
O 1.8583 -1.5475 1.6631 -0.76 0.57 -1.20
Ru -2.2229 3.7024 2.8627 -4.20 4.73 3.03
H 1.9641 0.0886 0.4030 -0.29 -0.13 -0.06
H 0.9738 0.6275 2.7103 0.09 -0.33 -0.27
H -0.4596 -0.3328 2.2356 0.18 0.18 0.03
H 2.6368 -1.8913 1.1799 -0.37 0.19 0.37
H 0.6071 -1.0259 -0.1373 0.11 0.38 0.93
C -0.1867 -1.7451 -1.7104 -1.21 -1.43 -2.23
C -0.2603 -0.8922 -2.9282 0.18 2.22 1.86
O -1.1665 0.1825 -2.6987 0.46 -0.82 0.14
H 0.4461 -2.6315 -1.7929 0.59 0.48 0.47
H -1.1452 -2.0029 -1.2516 0.28 0.77 0.77
H -0.6117 -1.4843 -3.7945 0.22 -0.83 0.37
H 0.7391 -0.5039 -3.1891 -0.06 -0.24 -0.19
H -1.2190 0.7383 -3.4815 -0.02 0.08 -0.18
```
Forces are in eV/Å.

=====

# 4
ORCA calculation (ωB97M-V/def2-TZVPD) on a cluster of 2 separate species, C8H10NO4 in total at a distorted geometry.

Summary:
HOMO energy = -4.95 eV
Charge = -1
M = 184.2 g mol⁻¹
Multiplicity = 1

```
23
Properties=species:S:1:pos:R:3:forces:R:3
C -2.1814 -0.1276 -0.3566 -2.07 -0.05 -0.85
C 0.5261 -1.3304 -1.3088 -3.41 0.19 2.64
C 0.5564 -0.0164 -1.0137 -1.91 0.55 1.90
C 1.4773 -2.0336 -1.9842 1.83 -2.45 -2.47
C 0.7811 -0.2372 2.0546 0.00 0.69 -2.64
C -0.6523 -0.3345 1.4985 0.33 -1.66 -1.24
C -1.2149 1.9752 0.3451 -2.11 0.38 -3.54
C -1.0287 0.4729 0.2226 2.71 -1.68 -0.95
N -3.2101 -0.4707 -0.7917 1.48 0.14 0.53
O 2.5043 -1.3418 -2.5332 0.79 -0.33 -0.43
O 1.4759 -3.2329 -2.2471 -0.26 0.17 0.72
O 1.3140 0.8894 -1.1368 1.31 1.69 -0.64
O -0.4315 2.9039 -0.3725 -0.28 0.74 -0.25
H -0.2565 -1.8423 -0.7369 0.30 -0.29 -0.89
H 1.2312 0.6523 1.4245 -0.11 -1.71 1.95
H 1.2871 -1.2063 1.8290 0.07 1.06 0.07
H 0.6808 -0.1374 3.1207 0.61 0.54 0.41
H -0.8794 -1.4366 1.3468 0.13 1.26 -0.21
H -1.3142 -0.0745 2.2589 -1.42 0.73 1.47
H -1.3511 2.2724 1.3229 0.09 0.58 2.55
H -2.1907 2.2608 -0.1967 0.84 -0.95 1.23
H 2.3742 -0.4127 -2.4116 -0.10 1.21 0.39
H 0.5024 2.8081 -0.3339 1.16 -0.81 0.26
```
Forces are in eV/Å.

=====

Number 1: energy -1593.88499 Eh. Number 2: energy -6205.04472 Eh. Number 3: energy -666.60565 Eh. Number 4: energy -666.54954 Eh.